(1)
Computed, not measured: the molecule C2H5OP at a distorted geometry, with wB97M-V/def2-TZVPD.

* molecular weight: 76.03 g/mol
* relative energy (zero: lowest compared OMol25 entry of this formula, charge and spin): 87.5 kcal/mol
* E: -495.64101 hartree

Geometry as XYZ:
```
9
C2H5OP wB97M-V/def2-TZVPD
C 1.415 0.237 -0.359
C 0.250 0.488 0.294
O -0.871 -0.296 0.168
P -2.712 0.101 -0.038
H 1.729 -0.572 -1.137
H 2.264 0.907 -0.243
H 0.067 1.201 1.002
H -0.866 -1.081 -0.380
H -2.423 0.000 -1.392
```

Results of the natural (NBO) charge analysis, in e, for atoms 1 through 5: number 1, C, carries -0.484; number 2, C, carries 0.148; number 3, O, carries -0.671; number 4, P, carries -0.097; number 5, H, carries 0.226

=====

(2)
Computed, not measured: a structure of composition C2H5OP at a distorted geometry, with wB97M-V/def2-TZVPD.

* molecular weight: 76.03 g/mol
* relative energy (zero: lowest compared OMol25 entry of this formula, charge and spin): 93.1 kcal/mol
* E: -495.63222 hartree

Geometry as XYZ:
```
9
C2H5OP wB97M-V/def2-TZVPD
C 2.134 -0.032 -0.884
C 1.183 -0.762 -0.729
O -0.489 1.334 1.166
P -0.427 1.322 -0.269
H 2.718 0.828 -1.265
H -2.848 -2.005 1.865
H 0.366 -1.361 -0.613
H 0.716 2.101 -0.950
H -3.352 -1.426 1.679
```

Results of the natural (NBO) charge analysis, in e, for atoms 1 through 5: number 1, C, carries -0.202; number 2, C, carries -0.276; number 3, O, carries -1.008; number 4, P, carries 1.177; number 5, H, carries 0.265

=====

(3)
Computed, not measured: a cluster of 2 separate species, C2H5OPS in total at a distorted geometry, with wB97M-V/def2-TZVPD.

* molecular weight: 108.10 g/mol
* relative energy (zero: lowest compared OMol25 entry of this formula, charge and spin): 51.7 kcal/mol
* E: -893.89048 hartree

Geometry as XYZ:
```
10
C2H5OPS wB97M-V/def2-TZVPD
O 3.444 -1.138 0.116
C 2.296 -0.849 0.692
S 2.018 0.182 1.919
H 4.099 -0.594 0.357
H 1.555 -1.386 0.280
C -1.530 0.674 0.353
P -0.643 0.306 -1.004
H -1.659 -0.039 1.222
H -1.950 1.716 0.643
H -0.554 1.576 -1.576
```

Results of the natural (NBO) charge analysis, in e, for atoms 1 through 5: number 1, O, carries -0.625; number 2, C, carries 0.082; number 3, S, carries -0.107; number 4, H, carries 0.483; number 5, H, carries 0.166

=====

(4)
Computed, not measured: a cluster of 2 separate species, C2H5OPS in total at a distorted geometry, with wB97M-V/def2-TZVPD.

* molecular weight: 108.10 g/mol
* relative energy (zero: lowest compared OMol25 entry of this formula, charge and spin): 37.4 kcal/mol
* E: -893.91326 hartree

Geometry as XYZ:
```
10
C2H5OPS wB97M-V/def2-TZVPD
C -2.017 -0.394 0.254
C -2.112 0.600 -0.518
O -2.211 1.350 -1.417
H -2.940 -0.686 0.693
H -1.172 -0.707 0.833
P 2.766 0.276 0.156
S 1.180 -0.635 -0.923
H 2.197 0.325 1.487
H 2.570 1.733 0.166
H 1.738 -1.862 -0.731
```

Results of the natural (NBO) charge analysis, in e, for atoms 1 through 5: number 1, C, carries -0.779; number 2, C, carries 0.711; number 3, O, carries -0.468; number 4, H, carries 0.260; number 5, H, carries 0.272

=====

(5)
Computed, not measured: a cluster of 2 separate species, C2H5OS in total, with wB97M-V/def2-TZVPD.

* molecular weight: 77.13 g/mol
* relative energy (zero: lowest compared OMol25 entry of this formula, charge and spin): 19.4 kcal/mol
* E: -552.62643 hartree
* net charge: -1

Geometry as XYZ:
```
9
C2H5OS wB97M-V/def2-TZVPD
C 0.723 2.286 -1.205
S 0.374 0.541 -0.809
H 0.413 2.522 -2.226
H 0.169 2.952 -0.539
H 1.788 2.508 -1.119
O -0.953 -2.043 2.129
C -0.636 -1.760 0.995
H -1.357 -1.370 0.269
H 0.387 -1.945 0.643
```

Results of the natural (NBO) charge analysis, in e, for atoms 1 through 5: number 1, C, carries -0.734; number 2, S, carries -0.737; number 3, H, carries 0.171; number 4, H, carries 0.172; number 5, H, carries 0.170

=====

(6)
Computed, not measured: a cluster of 2 separate species, C2H5OS in total at a distorted geometry, with wB97M-V/def2-TZVPD.

* molecular weight: 77.13 g/mol
* relative energy (zero: lowest compared OMol25 entry of this formula, charge and spin): 17.8 kcal/mol
* E: -552.62905 hartree
* net charge: -1

Geometry as XYZ:
```
9
C2H5OS wB97M-V/def2-TZVPD
S 2.509 0.054 0.157
H 3.462 0.686 0.909
C -0.825 0.726 -0.305
C -1.356 -0.486 -0.100
O -0.584 -1.569 0.170
H -1.300 1.539 -0.838
H 0.191 0.986 -0.007
H -2.425 -0.652 0.010
H 0.329 -1.285 0.005
```

Results of the natural (NBO) charge analysis, in e, for atoms 1 through 5: number 1, S, carries -1.075; number 2, H, carries 0.106; number 3, C, carries -0.575; number 4, C, carries 0.137; number 5, O, carries -0.706